Entry one
A 2-piece molecular cluster, C3H5INO2 overall. Source: the OMol25 dataset; level of theory: ωB97M-V/def2-TZVPD.

Geometry (Å):
1 C 2.9295 1.3452 0.0915
2 C -0.7584 -1.3293 -0.2801
3 C -1.3940 -0.0585 -0.5936
4 N -0.4390 -0.0936 0.5661
5 O 3.8447 2.0335 0.1014
6 O 1.9465 0.7766 0.0823
7 I -3.4396 0.2670 0.0961
8 H -1.3699 -2.0577 0.3786
9 H 0.1796 -1.7258 -0.8546
10 H -1.0933 0.5175 -1.4648
11 H -0.9401 0.0247 1.4772
12 H 0.5340 0.3004 0.3998

For the HOMO energy, the calculation gives -14.113 eV. Its charge is +1. Its lowest unoccupied orbital energy is -4.21 eV.

Entry two
An isolated ion of composition C3H5INO2 and charge +1. Source: the OMol25 dataset; level of theory: ωB97M-V/def2-TZVPD.

Geometry (Å):
1 O -0.9150 2.5209 -0.3855
2 C -0.4322 1.4761 -0.1512
3 C -0.6277 0.1477 -0.8060
4 N -0.3297 -0.8615 0.1353
5 C 0.8590 -0.2926 0.8365
6 I 2.7714 -0.6570 -0.1872
7 O 0.4343 1.1665 0.9057
8 H -1.6627 -0.0246 -1.2435
9 H 0.0998 -0.1384 -1.6182
10 H -1.0909 -0.9814 0.7318
11 H 0.0514 -1.7266 -0.1423
12 H 0.8421 -0.6289 1.9246

For the HOMO energy, the calculation gives -14.853 eV. Its charge is +1. As for the structure (SMILES): O=C1C[NH2+][C@@H](I)O1. Its lowest unoccupied orbital energy is -4.84 eV.

Least stable structure: entry two

Entry one
An isolated molecule of C9H10N2O2. Source: the OMol25 dataset; level of theory: ωB97M-V/def2-TZVPD.

Geometry (Å):
1 N -2.0569 -1.0088 1.1592
2 C -1.8978 -0.0951 -0.0268
3 C -0.9879 -0.6994 -1.1292
4 C 0.3526 -0.3303 -0.6788
5 C 1.6319 -0.7806 -0.9996
6 C 2.7836 -0.2179 -0.5252
7 C 2.7370 0.9806 0.2045
8 C 1.5293 1.6360 0.4890
9 C 0.4111 0.8721 0.0935
10 C -1.2309 1.2438 0.2859
11 N -1.5403 2.3549 -0.6430
12 O -1.4859 3.4603 -0.1758
13 O -1.9010 2.1172 -1.7664
14 H -1.1952 -1.5051 1.3682
15 H -2.3812 -0.6143 2.0324
16 H -2.8660 0.0562 -0.3640
17 H -1.3313 0.0192 -1.9451
18 H -1.3371 -1.7130 -1.3783
19 H 1.7681 -1.6789 -1.5562
20 H 3.7397 -0.7443 -0.6528
21 H 3.6892 1.3117 0.7017
22 H 1.2994 2.6264 1.0799
23 H -1.4042 1.6813 1.3478

For the HOMO energy, the calculation gives -9.268 eV. As for the structure (SMILES): N[C@@H]1Cc2ccccc2[C@H]1[N+](=O)[O-]. Its lowest unoccupied orbital energy is 0.37 eV.

Entry two
C9H10N2O2 as an isolated structure. Source: the OMol25 dataset; level of theory: ωB97M-V/def2-TZVPD.

Geometry (Å):
1 C 3.7253 -1.7253 -1.4333
2 C 1.9605 -0.9048 0.1051
3 C 1.5676 -1.0561 1.4505
4 C 0.3031 -0.4924 1.7161
5 C -0.4710 0.1354 0.7724
6 C -2.7670 1.2602 0.3787
7 C -1.0188 0.9359 -1.6218
8 C -0.1126 0.2667 -0.4725
9 C 1.0986 -0.2002 -0.8526
10 H 4.5755 -0.8790 -1.7917
11 H 2.6379 -1.6960 -2.0175
12 H 4.3845 -2.9168 -1.4059
13 H 2.1075 -1.5805 2.1472
14 H 0.1399 -0.5181 2.8657
15 H -1.9178 0.8468 2.0588
16 H -3.3201 1.5581 -1.5912
17 H -0.4490 1.9665 -2.0751
18 H -1.2623 -0.0781 -2.4023
19 H 1.5093 0.1327 -1.9036
20 N -1.6384 0.9193 1.1037
21 N -2.3949 1.2600 -1.0942
22 O 3.1594 -1.5049 -0.1180
23 O -3.8952 1.3292 0.8422

For the HOMO energy, the calculation gives -8.092 eV. Its lowest unoccupied orbital energy is 0.64 eV.

Least stable structure: entry two

Entry one
An isolated molecule of C3H3F2NO. Source: the OMol25 dataset; level of theory: ωB97M-V/def2-TZVPD.

Geometry (Å):
1 N 0.4078 2.0678 -0.5993
2 C 0.2487 0.9609 -0.3760
3 C -0.3953 -0.2663 -0.1140
4 O -1.7281 -0.1689 0.9355
5 C -2.8630 0.3984 0.5374
6 F -3.8862 -0.5921 0.3645
7 F -2.7112 1.0195 -0.7683
8 H -0.8797 -0.6858 -1.0351
9 H -0.0268 -1.0654 0.4445
10 H -3.5427 1.1128 0.9287

For the HOMO energy, the calculation gives -12.189 eV. As for the structure (SMILES): N#CCOC(F)F. Its lowest unoccupied orbital energy is -0.67 eV.

Entry two
An isolated molecule of C3H3F2NO. Source: the OMol25 dataset; level of theory: ωB97M-V/def2-TZVPD.

Geometry (Å):
1 O 2.8066 0.4780 0.3854
2 C 1.8201 -0.1847 -0.0031
3 N 0.5443 0.3853 -0.0877
4 C -0.5397 -0.5063 -0.0115
5 C -1.6928 0.1807 0.0748
6 F -1.7680 1.4647 0.0275
7 F -2.8213 -0.4472 0.3200
8 H 1.7996 -1.3152 -0.3427
9 H 0.2729 1.4413 -0.1126
10 H -0.4218 -1.4967 -0.2501

For the HOMO energy, the calculation gives -8.749 eV. As for the structure (SMILES): O=CNC=C(F)F. Its lowest unoccupied orbital energy is 0.74 eV.

Least stable structure: entry one

Entry one
H26HeO13 as an isolated structure. Source: the OMol25 dataset; level of theory: ωB97M-V/def2-TZVPD.

Geometry (Å):
1 He -0.1405 -0.0954 0.5572
2 O 3.2652 -2.8752 1.6455
3 H 3.2057 -2.0421 1.1779
4 H 3.6958 -2.6563 2.4719
5 O 2.5361 2.7147 -1.4380
6 H 2.6738 3.5581 -1.8693
7 H 2.0897 2.9336 -0.6200
8 O 1.1639 3.5076 1.1435
9 H 1.7067 4.1624 1.5826
10 H 0.8080 2.9748 1.8547
11 O -0.9200 3.9017 -0.5606
12 H -0.2375 3.7281 0.0877
13 H -0.5081 4.4934 -1.1902
14 O -3.4565 -1.5512 0.5277
15 H -3.0450 -1.6643 -0.3291
16 H -2.8108 -1.8858 1.1501
17 O 0.9590 0.2653 -2.0783
18 H 0.8844 -0.1116 -1.2016
19 H 1.4902 1.0523 -1.9568
20 O -2.2435 -1.1847 3.4514
21 H -2.3894 -0.2417 3.5276
22 H -3.1226 -1.5628 3.4327
23 O 0.4103 -2.4749 3.4888
24 H 0.4772 -2.7401 2.5716
25 H -0.4549 -2.0715 3.5595
26 O 2.5758 -0.8369 0.1372
27 H 3.1647 -0.1236 0.3831
28 H 2.9053 -1.1393 -0.7091
29 O -1.6486 -1.8816 -1.5181
30 H -0.9160 -2.1288 -0.9538
31 H -1.2993 -1.1847 -2.0735
32 O -1.5393 0.0332 -3.7779
33 H -2.3381 -0.4917 -3.8280
34 H -1.6358 0.5408 -2.9721
35 O -2.4528 1.8068 -1.9025
36 H -3.0590 2.2700 -2.4806
37 H -1.8689 2.4890 -1.5708
38 O 0.3825 -2.9237 0.0914
39 H 1.2734 -2.7266 0.3807
40 H 0.4190 -3.8370 -0.1928

For the HOMO energy, the calculation gives -10.082 eV. Its lowest unoccupied orbital energy is -0.54 eV.

Entry two
H26HeO13 as an isolated structure. Source: the OMol25 dataset; level of theory: ωB97M-V/def2-TZVPD.

Geometry (Å):
1 He -8.5718 -2.7114 14.6740
2 O -10.7270 -6.0686 16.4794
3 H -11.3692 -6.3996 17.1072
4 H -10.1588 -5.4972 16.9960
5 O -7.6219 -1.5980 17.4846
6 H -6.9566 -1.1593 16.9544
7 H -7.3128 -1.5018 18.3854
8 O -5.3594 -2.0834 13.1690
9 H -4.7192 -1.6070 13.6975
10 H -5.5327 -2.8832 13.6654
11 O -8.4362 0.9093 13.8227
12 H -9.1176 0.7008 14.4618
13 H -8.5432 0.2523 13.1348
14 O -6.2294 0.3966 15.9178
15 H -6.7717 1.1749 16.0452
16 H -6.2650 0.2309 14.9757
17 O -8.6048 -4.2530 17.5772
18 H -8.3103 -3.3454 17.5002
19 H -7.9635 -4.6651 18.1560
20 O -9.3516 -4.2297 12.8530
21 H -9.8276 -4.7373 12.1958
22 H -9.1796 -3.3891 12.4287
23 O -7.7984 -5.3639 14.9806
24 H -8.3820 -4.9339 14.3555
25 H -8.1991 -5.2007 15.8344
26 O -5.1662 -4.4499 15.0905
27 H -5.1636 -4.1488 15.9991
28 H -5.9964 -4.9167 14.9948
29 O -10.1502 -0.0296 17.7703
30 H -9.5680 -0.6617 17.3488
31 H -10.7817 0.2055 17.0904
32 O -7.9027 -1.2546 11.9398
33 H -7.6781 -1.1375 11.0168
34 H -7.0635 -1.4101 12.3732
35 O -11.2431 -1.4256 12.1289
36 H -10.4852 -1.3517 12.7090
37 H -10.8674 -1.5025 11.2519
38 O -10.9858 -0.1196 14.9277
39 H -11.3169 0.7708 14.8099
40 H -11.7580 -0.6335 15.1640

For the HOMO energy, the calculation gives -10.810 eV. Its lowest unoccupied orbital energy is 0.16 eV.

Entry three
H26HeO13 as an isolated structure. Source: the OMol25 dataset; level of theory: ωB97M-V/def2-TZVPD.

Geometry (Å):
1 He 2.2878 -20.1337 4.3249
2 O 1.5081 -22.8849 2.8377
3 H 1.4178 -23.8201 3.0204
4 H 1.2393 -22.4548 3.6496
5 O 3.4882 -23.6987 6.3871
6 H 2.8278 -23.3101 5.8134
7 H 3.7815 -24.4809 5.9200
8 O 4.2921 -22.8653 2.5827
9 H 4.6010 -23.7534 2.4033
10 H 3.3442 -22.9560 2.6799
11 O -1.0455 -19.6452 2.3513
12 H -0.1845 -19.8414 1.9818
13 H -1.1445 -20.2671 3.0722
14 O 1.6147 -19.7247 0.8373
15 H 1.5511 -19.2211 0.0257
16 H 2.3936 -19.3794 1.2735
17 O 2.9474 -19.4424 7.0626
18 H 1.9965 -19.4751 6.9581
19 H 3.1613 -20.2307 7.5617
20 O 4.9649 -19.6573 4.8816
21 H 4.3646 -19.3933 5.5789
22 H 5.1014 -20.5939 5.0243
23 O 0.0405 -19.5898 6.1768
24 H 0.1214 -18.6416 6.0739
25 H -0.4140 -19.7027 7.0116
26 O 5.4147 -22.4370 4.9404
27 H 4.8612 -22.8646 5.5939
28 H 5.0572 -22.7221 4.0995
29 O -0.2481 -17.0411 2.5779
30 H -0.2721 -16.8351 3.5123
31 H 0.0541 -17.9486 2.5399
32 O 6.3913 -19.4573 2.3825
33 H 5.7615 -19.6065 3.0877
34 H 5.8647 -19.4721 1.5834
35 O 3.2069 -18.1261 2.6339
36 H 3.5115 -17.2288 2.4984
37 H 3.5211 -18.3566 3.5082
38 O 0.9294 -22.1404 5.5980
39 H 0.3838 -22.6839 6.1665
40 H 0.7744 -21.2456 5.9006

For the HOMO energy, the calculation gives -10.176 eV. Its lowest unoccupied orbital energy is -0.64 eV.

Entry four
H26HeO13 as an isolated structure. Source: the OMol25 dataset; level of theory: ωB97M-V/def2-TZVPD.

Geometry (Å):
1 He -0.2057 0.2825 0.0772
2 O -0.9590 -1.1214 3.1660
3 H -1.1402 -1.8445 2.5655
4 H -0.9939 -1.5179 4.0365
5 O 2.7842 -2.6400 -0.3997
6 H 2.8442 -1.9352 -1.0446
7 H 2.5697 -2.1966 0.4210
8 O 0.0287 -2.7181 -0.8658
9 H 0.9214 -2.8593 -0.5506
10 H -0.2235 -3.5553 -1.2552
11 O -2.2850 1.7788 1.2879
12 H -2.5940 1.4071 2.1141
13 H -2.8219 2.5611 1.1610
14 O -3.1556 0.5002 -1.0833
15 H -4.0441 0.3088 -0.7831
16 H -2.7270 0.8985 -0.3258
17 O -1.4670 -1.1402 -2.8770
18 H -2.1833 -0.7135 -2.4068
19 H -1.0016 -1.6381 -2.2048
20 O 2.1433 0.0749 -1.2831
21 H 1.9519 0.9571 -0.9647
22 H 1.5966 -0.0228 -2.0627
23 O 1.0161 0.1198 -3.9024
24 H 1.2272 1.0534 -3.9040
25 H 0.1961 0.0599 -3.4123
26 O 1.6109 -1.3842 1.9737
27 H 0.7132 -1.2191 2.2621
28 H 2.0584 -1.7078 2.7556
29 O -1.7310 -2.6249 1.1509
30 H -1.9073 -3.5484 1.3306
31 H -1.0507 -2.6369 0.4777
32 O -0.0880 4.6058 -0.2564
33 H 0.2180 5.1671 0.4561
34 H 0.5069 3.8560 -0.2437
35 O 1.7169 2.7960 -0.7395
36 H 1.7821 2.7656 -1.6940
37 H 2.5737 3.1098 -0.4503
38 O 0.8152 1.8420 2.7536
39 H 1.3744 1.2308 2.2742
40 H -0.0704 1.6487 2.4462

For the HOMO energy, the calculation gives -10.809 eV. Its lowest unoccupied orbital energy is 0.17 eV.

Least stable structure: entry one